Molecular formula: C4H14NO3
Method: DFT, ωB97M-V/def2-TZVPD

Values from the calculation:
HOMO in eV: -14.05
Total charge: +1
Relative energy (zero: lowest compared OMol25 entry of this formula, charge and spin) in kcal per mole: 27.7
Max |F| in eV Å⁻¹: 2.998
HOMO-LUMO gap in Ha: 0.3958

Atoms and positions in Å:
O: 0.82126 -2.02888 -1.02192
C: -0.14329 -1.66944 -0.44003
C: -0.08219 -0.37891 0.35012
C: -1.55221 0.11791 0.51988
C: -2.39854 -1.02457 1.18041
N: 0.89762 0.56238 -0.23255
H: -0.87471 -2.49664 -0.14530
H: 0.33027 -0.65343 1.31641
H: -1.95008 0.32387 -0.53320
H: -1.71378 1.05343 0.98403
H: -2.64804 -1.88212 0.50699
H: -1.75697 -1.37237 1.95043
H: -3.42975 -0.72683 1.53949
H: 0.40419 1.20108 -0.90356
H: 1.59142 0.01254 -0.82412
H: 1.46050 1.11565 0.42521
H: 3.52481 -1.05615 0.98103
H: 4.06494 -0.34520 -0.26145
O: 3.40452 -0.34482 0.39228
H: -0.56754 3.30798 -2.43130
H: 0.69494 3.41003 -1.67432
O: -0.07735 2.87450 -1.67854

=====

Molecular formula: C4H14NO3
Method: DFT, ωB97M-V/def2-TZVPD

Values from the calculation:
HOMO (spin up / spin down) in eV: -18.18 / -18.31
Total charge: +2
Relative energy (zero: lowest compared OMol25 entry of this formula, charge and spin) in kcal per mole: 192.0
Max |F| in eV Å⁻¹: 2.378
Multiplicity: 2
HOMO-LUMO gap (spin up / spin down) in Ha: 0.2521 / 0.1513

Atoms and positions in Å:
C: -1.10204 0.93305 0.45132
O: -2.23744 0.80860 -0.38552
C: 0.07234 0.21654 -0.25683
C: 1.00880 -0.42185 0.77138
C: 2.47189 -0.35023 0.24256
O: 2.74627 0.98997 -0.06383
N: -0.37901 -0.71183 -1.26686
H: -1.41950 0.36360 1.42501
H: -0.93710 1.97832 0.77010
H: -1.90746 0.20563 -1.13028
H: 0.61519 1.01770 -0.85807
H: 0.76761 -1.48493 0.84407
H: 0.96382 0.10284 1.73921
H: 2.47112 -0.88560 -0.74521
H: 3.24564 -0.83439 0.86233
H: 3.65690 1.08349 -0.43664
H: -3.95582 3.23176 0.78330
H: -0.14650 -0.48119 -2.23835
H: -4.44472 3.51851 1.26250
H: -0.64239 -3.84145 -0.75460
H: -0.49103 -2.33902 -0.81665
O: -0.35660 -3.09951 -0.19893

=====

Molecular formula: C4H14NO3
Method: DFT, ωB97M-V/def2-TZVPD

Values from the calculation:
HOMO (spin up / spin down) in eV: -18.73 / -18.73
Total charge: +2
Relative energy (zero: lowest compared OMol25 entry of this formula, charge and spin) in kcal per mole: 1.4
Max |F| in eV Å⁻¹: 1.591
Multiplicity: 2
HOMO-LUMO gap (spin up / spin down) in Ha: 0.3478 / 0.2114

Atoms and positions in Å:
C: -0.38848 -1.40802 -0.93869
C: -0.05690 -0.08826 -1.70824
C: -1.27690 0.90845 -1.42381
C: -0.71737 2.31755 -1.31328
O: -0.32940 2.81981 -0.30777
N: 0.42949 -1.51556 0.32629
H: -1.44264 -1.35311 -0.64439
H: -0.16484 -2.30679 -1.53572
H: 0.87429 0.36040 -1.40587
H: -0.01669 -0.26699 -2.78070
H: -1.89703 0.68834 -2.29457
H: -1.93391 0.75115 -0.58327
H: -0.55036 2.84988 -2.26708
H: -0.06262 -1.17657 1.18259
H: 1.25475 -0.85729 0.25913
H: 0.72672 -2.46559 0.53535
H: 3.30974 -1.30384 0.82552
H: 3.22810 0.15915 1.18906
O: 2.70848 -0.65585 1.21587
H: -1.84052 -1.39389 3.26339
H: -0.47016 -1.07325 3.64220
O: -0.98957 -1.17353 2.83643

=====

Molecular formula: C4H14NO5
Method: DFT, ωB97M-V/def2-TZVPD

Values from the calculation:
HOMO in eV: -4.88
Total charge: -1
Relative energy (zero: lowest compared OMol25 entry of this formula, charge and spin) in kcal per mole: 43.0
Max |F| in eV Å⁻¹: 1.848
HOMO-LUMO gap in Ha: 0.3093

Atoms and positions in Å:
C: 1.80739 -0.56695 -0.10899
N: 0.83501 -1.62546 -0.05365
C: 0.40661 -1.84079 1.32206
C: -0.35001 -1.47537 -0.95779
C: -0.36725 -0.37909 -2.06321
O: -0.57798 -0.85524 -3.19355
O: -0.32950 0.85641 -1.77546
H: 1.78171 0.24402 0.62621
H: 1.79674 -0.04312 -1.06624
H: 2.85172 -0.91502 -0.00933
H: -0.14056 -0.99586 1.76658
H: 1.30108 -2.11739 1.90645
H: -0.17518 -2.74277 1.34213
H: -0.35245 -2.41116 -1.51478
H: -1.27742 -1.44119 -0.39430
H: 0.20975 2.89070 0.15962
H: -0.05764 1.39135 -0.00004
O: -0.00129 2.11508 0.68161
H: -1.34732 2.59267 -1.40620
H: -2.39798 1.71516 -1.86674
O: -2.30529 2.56300 -1.42459
H: -1.11685 0.78988 2.42675
H: 0.18821 1.43570 2.55889
O: -0.38149 0.81544 3.04459

=====

Molecular formula: C4H14NO7
Method: DFT, ωB97M-V/def2-TZVPD

Values from the calculation:
HOMO in eV: -5.46
Total charge: -1
Relative energy (zero: lowest compared OMol25 entry of this formula, charge and spin) in kcal per mole: 22.3
Max |F| in eV Å⁻¹: 4.328
HOMO-LUMO gap in Ha: 0.3178

Atoms and positions in Å:
O: -0.57843 -1.87477 -1.44822
C: 0.47212 -1.40353 -0.99410
O: 1.28918 -0.60030 -1.52060
C: 0.91742 -1.69855 0.48497
C: 0.65211 -0.46401 1.32144
C: 0.36798 -0.58321 2.76226
N: -1.06018 -0.62970 3.07201
O: 1.06916 -0.42469 3.73323
H: 0.50079 -2.66236 0.95006
H: 1.98053 -2.02275 0.45268
H: -0.12307 0.22043 0.95858
H: 1.49398 0.23752 1.09004
H: -1.72254 -0.64356 2.30376
H: -1.39276 -0.18960 3.90658
H: 0.87447 0.54297 -2.62632
H: -0.43330 0.18322 -3.22611
O: -0.03776 1.00203 -2.88725
H: -2.92614 1.11330 -0.14679
H: -3.01621 -0.24962 -0.62088
O: -3.50729 0.32697 -0.01338
H: -0.73084 1.24892 -1.46560
H: -1.36687 2.60507 -0.82622
O: -1.33633 1.64843 -0.75625
H: 2.24337 1.89082 -1.26859
H: 3.25206 0.92988 -2.00022
O: 3.11856 1.49709 -1.23509

=====

Molecular formula: C4H14NOS
Method: DFT, ωB97M-V/def2-TZVPD

Values from the calculation:
HOMO in eV: -13.01
Total charge: +1
Relative energy (zero: lowest compared OMol25 entry of this formula, charge and spin) in kcal per mole: 20.0
Max |F| in eV Å⁻¹: 2.672
HOMO-LUMO gap in Ha: 0.3661

Atoms and positions in Å:
C: -2.57939 0.98810 0.80474
C: -1.08407 0.63206 0.87356
C: -0.12695 1.49916 0.08078
C: 1.38280 1.33954 0.26933
S: 2.18932 -0.52906 0.23908
N: -0.88869 -0.75202 0.28475
H: -2.66954 1.99372 1.17138
H: -2.89797 0.98523 -0.23874
H: -3.22480 0.37245 1.45138
H: -0.72910 0.64010 1.89762
H: -0.27942 2.55635 0.37257
H: -0.47898 1.47601 -0.93961
H: 2.01060 1.83868 -0.48074
H: 1.67010 1.54055 1.30739
H: 3.23826 -0.33326 -0.58385
H: -0.96565 -0.68746 -0.74668
H: 0.05282 -1.11818 0.51836
H: -1.57746 -1.49468 0.44274
H: -1.85085 -2.27267 -2.47338
H: -0.53322 -2.75839 -2.12684
O: -0.99470 -1.90753 -2.19274

=====

Molecular formula: C4H14NOS2
Method: DFT, ωB97M-V/def2-TZVPD

Values from the calculation:
HOMO in eV: -13.30
Total charge: +1
Relative energy (zero: lowest compared OMol25 entry of this formula, charge and spin) in kcal per mole: 253.5
Max |F| in eV Å⁻¹: 5.253
HOMO-LUMO gap in Ha: 0.1578

Atoms and positions in Å:
N: 0.21709 0.85311 1.41685
C: 0.59668 1.35553 0.12193
C: 1.75339 0.57974 -0.53085
C: -0.68876 1.47869 -0.85371
S: -2.07096 2.22544 -0.08024
S: -0.58968 -2.11491 -0.00064
C: -2.10013 -1.76459 -0.82113
H: -0.91212 0.78512 1.36051
H: -1.85308 0.61766 1.70547
H: 0.40263 1.53588 2.17475
H: 0.98666 2.44798 0.16957
H: 2.13304 1.07630 -1.48369
H: 1.39396 -0.47059 -0.71798
H: 2.56883 0.55813 0.18418
H: -0.24107 2.08232 -1.71845
H: -0.82484 0.36137 -1.22002
H: -2.03593 -1.53918 -1.94681
H: -2.63505 -1.01802 -0.15992
H: -2.68420 -2.63460 -0.68307
H: 2.83922 -2.56081 1.50338
H: 1.34462 -1.94480 0.67386
O: 2.39969 -1.90977 0.90601

=====

Molecular formula: C4H14NS2
Method: DFT, ωB97M-V/def2-TZVPD

Values from the calculation:
HOMO in eV: -12.06
Total charge: +1
Relative energy (zero: lowest compared OMol25 entry of this formula, charge and spin) in kcal per mole: 8.7
Max |F| in eV Å⁻¹: 0.917
HOMO-LUMO gap in Ha: 0.3268

Atoms and positions in Å:
C: -0.07758 -2.32341 0.15241
S: 0.22742 -0.92823 -0.99520
S: 2.00653 -0.04019 -0.46421
C: 2.12849 -0.21518 1.32694
H: 0.83953 -2.86887 0.35977
H: -0.46878 -1.90318 1.07458
H: -0.79566 -2.98332 -0.32544
H: 2.13658 -1.25506 1.65365
H: 3.08371 0.19847 1.65517
H: 1.38405 0.29045 1.94976
C: -3.06244 0.66505 0.15182
C: -2.16689 1.67480 0.86119
N: -0.90397 1.89203 0.04749
H: -3.97812 0.57746 0.73357
H: -3.34239 1.02705 -0.83665
H: -2.55181 -0.28913 0.06561
H: -2.62717 2.65260 0.96287
H: -1.84386 1.28218 1.82160
H: -0.49667 0.95845 -0.20272
H: -0.17791 2.41275 0.54550
H: -1.05160 2.46729 -0.78513

=====

Number 1: E -12000.6087 eV. Number 2: E -11979.6377 eV. Number 3: E -11987.9003 eV. Number 4: E -16104.1607 eV. Number 5: E -20200.1908 eV. Number 6: E -18741.3194 eV. Number 7: E -29566.3766 eV. Number 8: E -27529.3372 eV.